[1]
Below is a structure of composition C17H40GaO2S, with properties calculated with ωB97M-V/def2-TZVPD.

```
61
Properties=species:S:1:pos:R:3:forces:R:3:nbo_charge:R:1
Ga 3.16301 -3.28854 -3.30603 -0.68 -0.21 -0.86 0.80
S 4.77427 -3.33546 -1.61865 -0.08 -0.34 1.09 -0.68
O 0.34509 -5.82532 -1.91059 -0.71 2.34 1.02 -0.56
O -0.32854 -3.66436 -2.58447 0.37 -2.80 1.83 -0.56
C -0.40425 -4.63624 -1.82514 -0.98 1.41 -0.78 0.80
C 0.61436 3.20332 -2.37877 -0.14 -0.07 -0.09 -0.40
C 3.12454 0.70390 -1.09354 0.13 0.01 0.08 -0.62
C 2.26198 -5.16309 -3.51669 -0.71 0.02 1.24 -0.92
C 1.78012 -5.58581 -2.01963 2.37 -0.73 -1.65 -0.09
C 1.87752 1.16782 -0.35875 -0.07 -0.03 -0.02 -0.39
C -1.41101 3.76719 4.01195 -0.02 0.13 -0.10 -0.40
C -1.06514 -3.41019 0.38967 0.34 -0.70 -0.65 -0.62
C -2.54193 4.37317 4.83313 0.07 -0.06 0.17 -0.61
C 0.49036 1.68267 -2.47971 0.18 -0.06 -0.08 -0.40
C -1.42996 0.32808 2.47265 0.03 -0.09 0.11 -0.61
C -2.63378 1.03820 3.07624 -0.04 0.00 -0.12 -0.40
C -1.81528 3.43891 2.57455 0.13 -0.10 -0.08 -0.40
C 0.59088 0.92925 -1.15144 -0.13 -0.01 0.13 -0.40
C -0.49359 3.84538 -1.55318 0.11 0.17 0.05 -0.61
C -1.51340 -4.54903 -0.65851 0.40 0.02 -0.22 -0.50
C -2.92424 2.39305 2.42913 -0.11 0.05 0.07 -0.40
H -3.51385 0.39859 2.94963 0.01 0.06 0.05 0.20
H -1.29272 -0.64795 2.94476 0.06 0.03 -0.09 0.21
H 3.05300 -0.35971 -1.32787 0.09 0.02 -0.11 0.24
H -0.50926 0.89799 2.61917 -0.02 -0.04 -0.06 0.20
H -2.91339 5.29022 4.36823 -0.03 -0.05 0.01 0.20
H -0.26525 1.19115 -0.51854 -0.02 0.02 -0.02 0.18
H 1.80974 0.61952 0.58746 -0.06 0.05 -0.02 0.20
H -0.58259 4.48299 3.98228 0.00 -0.09 0.00 0.20
H -1.65126 -5.57342 -0.16881 0.09 1.52 -0.61 0.21
H 1.97435 2.22637 -0.09261 -0.07 0.02 0.01 0.18
H -0.92645 3.10504 2.02796 -0.06 0.01 0.01 0.21
H 0.49496 -0.14323 -1.35573 0.07 0.06 -0.03 0.23
H -3.11671 2.24124 1.36075 0.03 -0.01 0.05 0.20
H -1.56941 0.16761 1.40022 0.07 0.02 0.05 0.21
H -2.49045 1.15163 4.15565 -0.03 0.04 -0.02 0.19
H -3.85589 2.78953 2.84726 0.03 0.01 -0.02 0.19
H 0.57797 3.62052 -3.39115 0.06 -0.02 0.04 0.19
H 3.27598 1.25455 -2.02533 -0.01 -0.07 0.01 0.19
H 3.98722 -2.95410 -4.66572 0.08 0.01 0.31 -0.33
H -2.18679 4.62341 5.83647 -0.09 0.02 -0.04 0.20
H -0.47105 3.50587 -0.51477 -0.05 0.00 -0.04 0.20
H 4.01152 0.85698 -0.47318 0.00 -0.05 -0.07 0.20
H -0.37775 4.93302 -1.54748 -0.09 -0.04 0.05 0.20
H -0.17348 -3.80654 0.97441 -1.25 0.62 -0.41 0.21
H 3.03351 -5.88453 -3.92845 -1.19 0.56 0.43 0.20
H -1.02763 2.87511 4.51580 0.00 0.00 -0.05 0.20
H 2.06997 -2.15198 -2.96477 0.18 -0.10 0.10 -0.33
H -1.47653 3.61294 -1.97182 0.02 -0.03 0.06 0.20
H -3.37778 3.67825 4.94296 0.01 0.06 -0.02 0.20
H 4.13092 -3.66740 -0.42969 0.30 0.30 -1.13 0.12
H -2.48388 -4.16960 -1.13426 1.39 -0.84 0.49 0.22
H 1.25884 1.31265 -3.16638 -0.06 -0.03 0.07 0.22
H 1.30129 -5.10854 -4.12915 1.50 -0.14 0.48 0.22
H 1.58877 3.48219 -1.96688 -0.01 -0.05 0.00 0.19
H -2.14263 4.35953 2.07802 0.02 -0.02 0.03 0.20
H 2.29078 -6.58252 -1.76827 -1.04 1.33 -0.11 0.18
H -0.47030 1.43410 -2.94516 0.03 0.03 0.01 0.20
H 2.19121 -4.82641 -1.28363 -1.13 -0.81 -0.51 0.18
H -0.68863 -2.52334 -0.21331 -0.68 -0.97 0.83 0.24
H -1.94734 -3.12462 1.05973 1.41 -0.39 -0.85 0.20
```
Positions in Å, forces in eV/Å.

## Properties
HOMO energy = -4.4 eV
maximum force = 3.363 eV/Å
Kohn-Sham gap = 6.8 eV
charge = -1



[2]
Below is a cluster of 9 separate species, C17H41Br2N9O18 in total, with properties calculated with ωB97M-V/def2-TZVPD.

```
87
Properties=species:S:1:pos:R:3:forces:R:3:mulliken_charge:R:1
Br 5.02822 -0.48834 -0.90239 0.24 0.05 0.06 -0.13
Br 1.16381 -2.29853 -2.52221 -0.23 -0.09 -0.05 -0.19
O 9.27240 -3.80689 -3.46996 -0.01 0.03 0.01 -0.56
O -3.85368 3.53137 3.29468 0.05 -0.01 -0.05 -0.60
O -3.99735 -3.55665 2.25574 -0.09 -0.16 0.01 -0.43
O 0.55309 4.32809 2.55905 0.06 0.05 -0.02 -0.52
O -4.34038 5.32490 -3.30945 0.01 -0.02 -0.01 -0.56
O -1.17669 -0.90879 2.24891 0.04 -0.05 0.06 -0.58
O -1.44449 0.78609 3.54301 -0.07 -0.09 0.05 -0.53
O 7.83056 -0.44003 0.35592 0.09 0.04 0.13 -0.52
O -6.82850 -2.20336 -0.97088 0.03 -0.03 0.03 -0.58
O -3.37356 2.19312 1.68048 -0.16 -0.06 0.09 -0.39
O 2.84636 1.57203 -1.78818 -0.17 -0.01 -0.01 -0.39
O 9.34038 0.32557 -0.96791 0.10 0.08 0.09 -0.55
O 8.08819 -3.79790 -1.67082 0.01 0.02 -0.03 -0.54
O -3.68513 4.31659 -1.52412 -0.01 -0.01 0.04 -0.48
O 2.46227 3.46067 3.05189 -0.04 0.01 0.02 -0.56
O -5.73168 -1.42180 0.70625 -0.07 -0.02 0.02 -0.40
O -4.14310 -4.89703 0.57521 -0.08 0.01 0.04 -0.54
O -0.63743 2.09492 -0.71455 0.04 -0.01 -0.04 -0.28
N -6.49169 -2.21806 0.19788 0.06 0.05 -0.07 0.86
N -3.33575 3.27887 2.22547 0.06 0.00 -0.06 0.83
N -4.42082 -0.06096 -2.00149 0.16 0.16 -0.15 -0.44
N -1.85384 -0.20465 2.97381 0.07 -0.02 -0.15 1.05
N 1.27306 3.61631 3.23060 -0.04 -0.05 -0.04 0.96
N 8.90574 0.07677 0.14004 -0.09 -0.08 -0.15 0.87
N -4.33283 4.37898 -2.54824 -0.01 0.06 -0.01 0.90
N 8.49697 -3.28626 -2.69465 -0.01 -0.08 0.04 0.91
N -3.58957 -4.47017 1.56617 0.15 0.12 -0.03 0.88
C 8.00267 -1.91791 -3.00342 0.00 -0.05 -0.12 -0.22
C -7.06441 -3.29323 1.04995 -0.03 0.06 0.08 -0.80
C 3.34998 -3.13225 -0.87596 0.02 -0.05 0.12 -1.30
C -3.25217 -0.51991 -1.23979 -0.03 -0.04 -0.14 0.49
C -5.19515 3.21899 -2.90464 -0.01 -0.09 0.14 -0.69
C -1.23118 0.82949 -0.46157 -0.22 -0.13 0.09 1.14
C 3.39740 -0.79033 -1.80272 0.14 0.63 -0.12 0.16
C 9.77003 0.42491 1.29890 -0.06 0.00 0.05 -0.79
C -2.29648 -5.08599 1.97059 0.02 -0.02 -0.06 -0.75
C 0.46583 2.06947 -1.59700 0.06 0.04 -0.06 -0.62
C -3.26973 -0.61485 3.15068 -0.07 0.15 0.12 -0.59
C 2.91350 0.40800 -2.58000 -0.05 -0.01 -0.09 -0.66
C -1.97197 0.22338 -1.66714 0.16 -0.06 0.08 -0.82
C -2.59745 4.37041 1.53203 0.02 -0.04 -0.03 -0.52
C 2.83259 -1.97226 -1.66974 -0.17 -0.50 0.10 0.69
C 1.73408 1.57933 -0.89955 0.03 0.04 0.19 -0.10
C 0.64617 2.86600 4.35245 -0.03 0.03 0.04 -0.75
H 1.94181 0.16524 -3.02297 0.13 0.07 0.00 0.30
H -5.22708 -0.65362 -1.83451 0.06 0.00 0.07 0.14
H 9.24773 0.13952 2.20364 0.01 0.01 0.00 0.31
H -4.87276 2.87168 -3.88173 -0.02 0.04 -0.03 0.27
H 1.59859 0.58788 -0.44649 -0.03 0.05 -0.10 0.31
H -3.31027 5.16723 1.34330 -0.01 0.01 0.02 0.30
H -2.19075 3.96658 0.61328 0.02 -0.02 -0.03 0.14
H -1.96200 1.00914 0.32951 0.17 0.16 -0.13 -0.71
H -1.81460 4.70236 2.20686 -0.02 0.01 0.01 0.20
H -1.31485 -0.46961 -2.20217 -0.04 0.10 -0.03 -0.07
H -6.76517 -4.23857 0.61163 0.02 -0.02 -0.04 0.27
H -0.49759 0.12412 -0.04853 -0.03 0.06 -0.14 0.11
H -1.55565 -4.29104 1.96440 0.00 0.01 0.02 0.25
H -6.66510 -3.17321 2.04899 0.00 0.00 -0.01 0.29
H 2.87143 -4.05966 -1.18575 0.08 0.04 -0.03 0.42
H -3.09436 -1.60388 -1.34715 -0.02 0.08 0.12 0.34
H -2.06033 -5.87056 1.26246 0.00 0.00 0.00 0.32
H 1.14793 3.16998 5.26651 0.05 0.00 -0.03 0.32
H 4.43434 -3.21880 -0.98454 -0.15 -0.03 0.01 0.32
H -5.08038 2.44409 -2.15299 0.05 0.00 -0.03 0.21
H -6.21252 3.59548 -2.95973 0.00 0.00 -0.05 0.32
H 1.97340 2.27322 -0.08846 0.04 -0.07 -0.11 0.15
H 8.28660 -1.27725 -2.17636 -0.05 0.03 0.00 -0.03
H -2.21261 1.03219 -2.36809 -0.13 -0.01 0.20 0.46
H 6.92017 -1.97439 -3.06976 -0.01 0.00 0.04 0.17
H -8.14428 -3.18070 1.01475 0.00 -0.01 -0.01 0.31
H -2.42665 -5.46913 2.97822 0.01 0.02 0.01 0.29
H -3.75422 0.08508 3.82085 0.05 0.05 -0.04 0.28
H -3.24557 -1.62447 3.54675 -0.05 -0.02 -0.04 0.32
H 3.61637 0.63239 -3.38825 -0.04 -0.08 0.10 0.31
H 0.23960 1.47662 -2.49542 0.05 -0.03 0.12 0.29
H -4.21114 -0.10498 -2.99341 -0.06 -0.10 0.02 0.24
H 0.63572 3.09872 -1.92674 -0.07 -0.10 0.05 0.23
H 8.45319 -1.60040 -3.93604 0.00 -0.01 0.00 0.30
H 0.80211 1.80993 4.16020 0.02 0.01 0.00 0.28
H 3.13526 -2.98248 0.18864 0.04 0.01 -0.11 0.27
H -3.45658 -0.31901 -0.18456 0.00 -0.08 -0.08 -0.52
H 9.95092 1.49438 1.25001 0.02 0.00 0.00 0.30
H -3.73155 -0.61030 2.16710 0.00 -0.03 0.03 0.10
H 10.70197 -0.11799 1.17471 0.01 0.01 -0.01 0.30
H -0.40942 3.10616 4.36850 0.00 -0.02 0.01 0.25
```
Positions in Å, forces in eV/Å.

## Properties
HOMO energy = -9.0 eV
maximum force = 0.655 eV/Å
Kohn-Sham gap = 8.7 eV
charge = 0
SMILES = C/C(Br)=C(\Br)COCCOCCCN.C[N+](=O)[O-].C[N+](=O)[O-].C[N+](=O)[O-].C[N+](=O)[O-].C[N+](=O)[O-].C[N+](=O)[O-].C[N+](=O)[O-].C[N+](=O)[O-]



> Look up the HOMO energy of the first one.

-4.4 eV



> Among the records above, which one has the highest charge?

C17H41Br2N9O18



> The lowest HOMO energy belongs to which entry?

C17H41Br2N9O18



> The lowest maximum force belongs to which entry?

C17H41Br2N9O18